Run A
Below is a gas-phase ion, C2H8IN2 (charge +1), with properties calculated with ωB97M-V/def2-TZVPD.

```
13
Properties=species:S:1:pos:R:3
C -0.45 -1.05 0.37
C -0.16 0.21 -0.45
N 0.90 -0.02 -1.59
N 0.38 1.33 0.44
I 0.73 1.19 -3.19
H 0.46 -1.56 0.75
H -1.03 -1.68 -0.43
H -1.15 -0.84 1.18
H -1.15 0.55 -0.85
H 1.03 -0.98 -1.84
H -0.48 1.70 1.07
H 0.69 2.03 -0.21
H 1.12 0.92 0.95
```

Calculated values
Molar mass in g/mol: 187.004
Frontier orbital gap in eV: 8.941
SMILES: C[C@@H]([NH3+])NI
Spin multiplicity: 1
Charge: +1
LUMO energy in eV: -4.0

These are the Mulliken partial charges, in e, on atoms 1 to 8: C -1.254; C 0.046; N -0.667; N -0.295; I 0.225; H 0.394; H 0.324; H 0.430



Run B
Below is 2 unconnected molecules or ions with the total composition C2H8IN2, with properties calculated with ωB97M-V/def2-TZVPD.

```
13
Properties=species:S:1:pos:R:3
C 0.42 0.98 0.60
C -0.65 0.66 -0.28
N -0.19 -1.34 -1.49
N 0.55 0.12 1.71
I -2.40 -0.11 0.35
H 1.29 0.91 -0.05
H 0.59 2.19 0.57
H -0.78 1.29 -1.31
H -0.52 -1.63 -2.44
H 0.87 -1.46 -1.45
H -0.63 -1.95 -0.76
H -0.10 0.35 2.49
H 1.55 0.00 2.08
```

Calculated values
Molar mass in g/mol: 187.004
Frontier orbital gap in eV: 8.502
Spin multiplicity: 1
Charge: +1
LUMO energy in eV: -5.7

These are the Mulliken partial charges, in e, on atoms 1 to 8: C -0.279; C -0.262; N -0.722; N -0.488; I 0.337; H 0.334; H 0.283; H 0.387



Of them, run B has the lowest stability.



Run A
Below is 2 unconnected molecules or ions with the total composition C4H8FNS, with properties calculated with ωB97M-V/def2-TZVPD.

```
15
Properties=species:S:1:pos:R:3
C 1.05 -0.21 0.74
C -0.02 -1.26 0.47
C 0.19 1.06 0.85
C -1.06 -0.46 -0.35
N -0.88 0.92 -0.07
F -0.20 0.58 -3.20
S 0.31 1.88 -2.31
H 1.63 -0.40 1.64
H 1.72 -0.12 -0.11
H 0.35 -2.13 -0.06
H -0.48 -1.59 1.41
H -0.28 1.09 1.85
H 0.72 2.00 0.71
H -0.94 -0.64 -1.43
H -2.10 -0.72 -0.13
```

Calculated values
Molar mass in g/mol: 121.180
Frontier orbital gap (spin up / spin down) in eV: 6.745 / 6.744
Spin multiplicity: 1
LUMO energy (spin up / spin down) in eV: -1.9 / -1.9

These are the Mulliken partial charges, in e, on atoms 1 to 8: C -0.445; C -0.539; C -0.538; C -0.317; N -0.336; F -0.254; S 0.072; H 0.352



Run B
Below is 2 unconnected molecules or ions with the total composition C4H8FNS, with properties calculated with ωB97M-V/def2-TZVPD.

```
15
Properties=species:S:1:pos:R:3
C 1.22 0.85 0.07
C 0.97 -0.35 -0.93
C -0.12 0.73 0.87
C 0.09 -1.32 0.02
N -0.58 -0.55 1.00
F -3.05 0.84 -0.43
S -3.42 -0.64 0.22
H 2.22 0.75 0.61
H 1.08 1.87 -0.46
H 0.43 0.07 -1.77
H 1.83 -0.88 -1.19
H -0.10 1.43 1.71
H -0.70 1.13 0.03
H -0.55 -2.05 -0.45
H 0.67 -1.87 0.69
```

Calculated values
Molar mass in g/mol: 121.180
Frontier orbital gap (spin up / spin down) in eV: 5.716 / 5.715
Spin multiplicity: 1
LUMO energy (spin up / spin down) in eV: -2.3 / -2.3

These are the Mulliken partial charges, in e, on atoms 1 to 8: C -0.576; C -0.627; C -0.243; C -0.468; N -0.356; F -0.258; S -0.044; H 0.294



Of them, run B has the lowest stability.



Run A
Below is a molecular structure, C17H6F3N3O7SeW, with properties calculated with ωB97M-V/def2-TZVPD.

```
38
Properties=species:S:1:pos:R:3
W 0.42 1.16 0.88
O 4.06 -0.86 0.91
C 3.34 -0.69 1.75
O 1.82 0.48 0.22
C 2.66 -0.68 2.98
C 3.34 -1.57 3.86
C 2.86 -1.76 5.12
C 1.71 -1.13 5.56
C 1.05 -0.29 4.70
C 1.49 0.01 3.40
O 0.80 0.94 2.74
N -0.22 0.30 5.19
O -0.23 0.65 6.34
O -1.14 0.35 4.40
N 3.59 -2.68 6.03
O 3.12 -2.83 7.13
O 4.59 -3.20 5.58
H 4.24 -2.10 3.55
H 1.34 -1.29 6.57
Se -3.53 -1.09 -0.54
C -2.15 -0.30 -0.05
N -1.13 0.28 0.31
F 1.16 10.10 -1.99
C -0.03 9.60 -1.65
F -0.85 9.67 -2.70
F -0.54 10.36 -0.68
C 0.08 8.16 -1.19
C 1.27 7.46 -1.38
C 1.35 6.14 -0.98
C 0.22 5.53 -0.39
C -0.98 6.26 -0.20
C -1.04 7.57 -0.60
C 0.30 4.21 0.00
C 0.37 3.02 0.35
H 2.12 7.95 -1.83
H 2.26 5.57 -1.12
H -1.83 5.78 0.26
H -1.94 8.15 -0.46
```

Calculated values
Molar mass in g/mol: 684.043
Frontier orbital gap in eV: 6.214
Spin multiplicity: 1
Charge: +2
LUMO energy in eV: -9.2

These are the Mulliken partial charges, in e, on atoms 1 to 8: W 0.998; O -0.072; C 0.513; O -0.609; C 0.585; C -0.893; C -0.524; C -0.425



Run B
Below is a molecular structure, C17H6F3N3O7SeW, with properties calculated with ωB97M-V/def2-TZVPD.

```
38
Properties=species:S:1:pos:R:3
W -0.72 -1.88 -0.93
O 1.52 -1.31 -0.59
C 1.42 -2.49 -0.26
O 0.65 -3.24 -1.10
C 1.44 -2.95 1.15
C 2.45 -3.51 1.90
C 2.18 -3.76 3.23
C 0.97 -3.48 3.83
C -0.04 -2.93 3.06
C 0.19 -2.66 1.72
O -0.76 -2.05 0.90
N -1.36 -2.67 3.68
O -1.38 -2.56 4.87
O -2.31 -2.62 2.92
N 3.26 -4.36 4.07
O 2.99 -4.57 5.22
O 4.30 -4.58 3.50
H 3.43 -3.74 1.49
H 0.80 -3.69 4.87
Se -4.92 -3.54 -2.28
C -3.44 -2.96 -1.85
N -2.32 -2.52 -1.51
F 0.87 7.08 -3.17
C -0.37 6.69 -2.89
F -1.15 6.98 -3.93
F -0.81 7.38 -1.83
C -0.44 5.21 -2.59
C 0.73 4.47 -2.43
C 0.64 3.13 -2.13
C -0.63 2.53 -2.00
C -1.82 3.29 -2.16
C -1.71 4.63 -2.46
C -0.71 1.19 -1.70
C -0.78 -0.03 -1.43
H 1.69 4.95 -2.54
H 1.53 2.53 -2.00
H -2.78 2.82 -2.05
H -2.60 5.24 -2.59
```

Calculated values
Molar mass in g/mol: 684.043
Frontier orbital gap (spin up / spin down) in eV: 5.766 / 5.767
Spin multiplicity: 1
Charge: +2
LUMO energy (spin up / spin down) in eV: -10.0 / -10.0

These are the Mulliken partial charges, in e, on atoms 1 to 8: W 1.348; O -0.418; C 1.093; O -0.494; C 0.867; C -1.054; C -0.213; C -0.324



Of them, run B has the lowest stability.



Run A
Below is 14 unconnected molecules or ions with the total composition H30NO13, with properties calculated with ωB97M-V/def2-TZVPD.

```
44
Properties=species:S:1:pos:R:3
N 21.04 0.19 8.42
H 21.11 0.31 7.44
H 21.30 -0.69 8.78
H 20.09 0.26 8.82
H 21.65 1.18 8.77
O 22.08 -3.64 7.16
H 22.04 -3.16 7.89
H 21.96 -3.20 6.41
O 19.27 2.62 9.41
H 19.58 2.86 8.43
H 18.59 3.18 9.45
O 21.52 0.73 11.66
H 22.04 1.50 12.11
H 20.78 0.62 12.17
O 19.16 2.14 6.06
H 18.69 1.40 5.83
H 19.83 1.85 5.64
O 22.32 -2.22 9.82
H 21.36 -2.54 9.91
H 22.78 -3.05 9.74
O 21.14 -1.07 5.69
H 21.81 -0.93 5.09
H 20.30 -1.18 5.14
O 18.17 0.04 7.48
H 17.99 0.16 6.62
H 18.89 -0.68 7.60
O 23.58 0.32 7.07
H 23.25 0.84 6.38
H 23.91 -0.38 6.55
O 18.83 0.65 11.31
H 19.07 1.32 10.75
H 17.88 0.64 11.52
O 23.73 2.30 9.12
H 24.16 1.64 9.59
H 24.30 2.87 8.59
O 22.10 1.85 5.62
H 21.59 1.70 4.86
H 22.07 2.74 5.68
O 19.40 -1.47 10.02
H 18.58 -1.96 9.92
H 18.99 -0.72 10.44
O 24.52 0.00 9.84
H 23.80 -0.54 10.00
H 24.60 -0.24 8.88
```

Calculated values
Molar mass in g/mol: 252.234
Frontier orbital gap in eV: 9.867
Spin multiplicity: 1
Charge: +1
LUMO energy in eV: -3.5

These are the Mulliken partial charges, in e, on atoms 1 to 8: N 0.480; H 0.162; H 0.086; H 0.091; H 0.299; O -0.569; H 0.337; H 0.283



Run B
Below is 14 unconnected molecules or ions with the total composition H30NO13, with properties calculated with ωB97M-V/def2-TZVPD.

```
44
Properties=species:S:1:pos:R:3
N -0.18 0.42 -0.47
H 0.54 0.86 0.17
H -0.91 -0.02 0.28
H 0.23 -0.36 -1.10
H -0.41 1.07 -1.29
O -3.37 -2.21 -0.33
H -2.98 -2.90 0.16
H -3.22 -1.49 0.35
O -3.02 -0.10 1.24
H -2.92 -0.38 2.07
H -3.85 0.38 1.30
O 1.26 -2.35 -2.11
H 1.08 -2.57 -3.02
H 1.91 -1.63 -2.32
O -2.37 2.76 -0.27
H -3.06 2.28 0.15
H -2.64 3.10 -1.15
O -0.56 -1.95 1.90
H -1.22 -2.56 2.25
H -0.36 -2.67 1.31
O 2.71 2.17 -0.17
H 3.43 1.74 0.37
H 2.03 2.54 0.41
O -2.05 -0.77 -2.46
H -2.50 -1.60 -1.86
H -2.05 -1.07 -3.45
O 0.61 3.39 -1.83
H -0.16 3.81 -2.21
H 1.05 3.84 -1.10
O 2.45 -1.40 1.19
H 3.00 -0.99 0.65
H 2.38 -0.63 1.80
O 0.85 0.35 2.93
H 1.63 0.16 3.56
H 0.43 -0.45 2.80
O 1.07 2.96 1.92
H 1.42 3.44 2.67
H 1.00 2.02 2.34
O 2.38 0.36 -2.25
H 2.73 1.13 -2.75
H 2.29 0.95 -1.51
O 0.74 -3.97 0.24
H -0.15 -4.52 -0.01
H 0.79 -3.13 -0.40
```

Calculated values
Molar mass in g/mol: 252.234
Frontier orbital gap in eV: 10.802
Spin multiplicity: 1
Charge: +1
LUMO energy in eV: -3.0

These are the Mulliken partial charges, in e, on atoms 1 to 8: N 0.084; H 0.141; H 0.158; H 0.240; H 0.431; O -0.683; H 0.316; H 0.367



Of them, run A has the lowest stability.